Molecular formula: C2H2F2
Method: DFT, ωB97M-V/def2-TZVPD

Structure (ORCA input):
```
! RIJCOSX wB97M-V def2-TZVPD def2/J DEFGRID3
* xyz 0 1
C -1.64262 1.16270 0.35948
C 1.21564 -0.47531 -0.40498
F 0.99172 -1.52000 -1.20147
F 1.61875 -0.98476 0.70614
H -1.04550 0.67757 1.10368
H -1.13800 1.13980 -0.56286
*
```

As for the LUMO energy (spin up / spin down): -0.0333 / -0.0301 Eh. The calculation puts the largest force on an atom at 0.032 Eh/bohr. As for the energy relative to the best compared isomer or geometry (same formula, charge and spin): 145.4 kcal/mol. The value obtained for the HOMO energy (spin up / spin down) is -9.72 / -9.70 eV. The calculation puts the frontier orbital gap (spin up / spin down) at 8.8 / 8.9 eV.